(1)
This record from the Open Molecules 2025 dataset describes C6H9N in the gas phase. The level of theory is ωB97M-V/def2-TZVPD.

XYZ file:
```
16
Properties=species:S:1:pos:R:3:lowdin_charge:R:1
C -2.5401 -0.4552 -0.2222 -0.066
C -1.1567 0.0903 -0.0846 -0.309
C -0.7034 1.3073 0.3448 -0.087
N 0.6778 1.2572 0.4094 0.048
C 1.1116 0.0188 0.0078 -0.333
C 2.5331 -0.4288 -0.0149 -0.042
C -0.0045 -0.7104 -0.3043 -0.035
H -3.3379 0.2875 -0.1313 0.073
H -2.6868 -1.2103 0.5576 0.077
H -2.6416 -0.9579 -1.1896 0.075
H -1.2127 2.2200 0.6168 0.110
H 1.2555 2.0314 0.6978 0.148
H 3.1346 0.0614 0.7552 0.073
H 2.5639 -1.5050 0.1799 0.078
H 3.0270 -0.2671 -0.9802 0.076
H -0.0197 -1.7391 -0.6422 0.113
```

Output
LUMO level: 0.03903 Ha
energy above the lowest of the compared OMol25 structures with the same formula, charge and spin: 3.1 kcal per mole
SMILES: Cc1c[nH]c(C)c1
HOMO-LUMO gap: 8.9 eV
HOMO level: -7.83 eV
total energy: -7858.025 eV

(2)
This record from the Open Molecules 2025 dataset describes 2 unconnected molecules or ions with the total composition C6H9N2 in a non-equilibrium geometry. The level of theory is ωB97M-V/def2-TZVPD.

XYZ file:
```
17
Properties=species:S:1:pos:R:3:lowdin_charge:R:1
C -1.6854 2.0152 0.6139 0.210
C -0.0743 -1.1269 -0.1985 0.062
C -2.0063 0.9622 0.1480 -0.099
C 1.0031 -0.5663 0.0528 -0.052
C 3.0997 0.5592 -0.3568 -0.099
C -2.2409 -0.2968 -0.3702 -0.190
N -2.8723 -1.2501 0.2426 0.211
N 2.2258 -0.1335 0.4759 -0.016
H -1.2855 3.0146 0.8358 0.085
H -0.3781 -2.1073 -0.5348 0.078
H 4.0594 0.4241 0.0097 0.071
H 3.1776 0.3399 -1.3990 0.092
H 2.8684 1.6818 -0.3402 0.123
H -2.0356 -0.3046 -1.3783 0.121
H -3.2537 -1.0127 1.1189 0.139
H -3.1573 -2.0095 -0.3121 0.134
H 2.5552 -0.1893 1.3922 0.132
```

Output
LUMO level (spin up / spin down): -0.18197 / -0.18197 Ha
energy above the lowest of the compared OMol25 structures with the same formula, charge and spin: 148.0 kcal per mole
HOMO-LUMO gap (spin up / spin down): 7.7 / 7.7 eV
HOMO level (spin up / spin down): -12.61 / -12.61 eV
total energy: -9335.834 eV
total charge: +1

(3)
This record from the Open Molecules 2025 dataset describes a molecular structure, C6H9N2 in a non-equilibrium geometry. The level of theory is ωB97M-V/def2-TZVPD.

XYZ file:
```
17
Properties=species:S:1:pos:R:3:lowdin_charge:R:1
C 0.8069 -1.0699 0.5498 0.024
C -0.6864 1.1888 -0.2780 0.027
C 0.4941 0.7643 0.2305 -0.126
C -0.2982 -0.2947 0.9921 -0.055
C 2.9596 0.3098 -0.2861 -0.043
C -2.5554 -0.4360 -0.3058 -0.015
N 1.6287 -0.0068 0.0901 -0.110
N -1.5748 0.3068 0.4660 -0.082
H 1.3694 -2.7703 0.8574 0.276
H -1.0342 2.0145 -0.8971 0.138
H 3.1612 0.6583 -1.3586 0.117
H 3.3143 1.0502 0.5860 0.150
H 3.4776 -0.7028 -0.3760 0.112
H -2.8553 0.1853 -1.1926 0.119
H -2.4540 -1.5417 -0.4297 0.119
H -3.6218 -0.5450 0.2298 0.148
H -2.1316 0.8893 1.1221 0.203
```

Output
LUMO level: -0.17980 Ha
energy above the lowest of the compared OMol25 structures with the same formula, charge and spin: 275.9 kcal per mole
HOMO-LUMO gap: 8.2 eV
HOMO level: -13.13 eV
total energy: -9330.290 eV
total charge: +1

(4)
This record from the Open Molecules 2025 dataset describes a gas-phase ion, C6H9N2 (charge +1) in a non-equilibrium geometry. The level of theory is ωB97M-V/def2-TZVPD.

XYZ file:
```
17
Properties=species:S:1:pos:R:3:lowdin_charge:R:1
C 1.1662 1.0555 0.3104 0.039
C 0.4535 1.4611 1.4187 -0.042
C 0.6657 0.1587 -0.7242 -0.370
C -0.7817 0.9508 1.6427 0.020
C 1.2796 0.0925 -1.9584 0.171
C -0.7196 -1.6959 -1.3213 -0.147
N -0.4063 -0.6198 -0.4819 0.026
N -1.5406 0.5371 2.5834 0.215
H 2.1055 1.4084 0.0683 0.102
H 0.8514 2.2433 2.1457 0.168
H 0.9454 -0.6251 -2.7942 0.111
H 2.0776 0.7441 -2.3047 0.084
H 0.1801 -2.5172 -1.2794 0.164
H -1.6442 -2.2034 -0.8414 0.111
H -0.9066 -1.5241 -2.3168 0.040
H -1.1965 0.2400 3.4664 0.138
H -2.5296 0.2940 2.3866 0.170
```

Output
LUMO level (spin up / spin down): -0.21916 / -0.18669 Ha
energy above the lowest of the compared OMol25 structures with the same formula, charge and spin: 141.8 kcal per mole
HOMO-LUMO gap (spin up / spin down): 6.8 / 7.8 eV
HOMO level (spin up / spin down): -12.81 / -12.84 eV
total energy: -9336.106 eV
total charge: +1

(5)
This record from the Open Molecules 2025 dataset describes 2 unconnected molecules or ions with the total composition C6H9N2 in a non-equilibrium geometry. The level of theory is ωB97M-V/def2-TZVPD.

XYZ file:
```
17
Properties=species:S:1:pos:R:3:lowdin_charge:R:1
C 2.8110 0.7995 -0.2354 -0.020
C 3.0322 -0.5320 -0.1170 -0.020
C 0.8730 -0.1750 0.2157 0.113
C -2.6475 -0.5303 -0.5867 -0.149
C -2.6326 0.7440 0.2695 -0.152
C -1.8713 -0.4281 0.6188 -0.141
N 1.4672 0.9915 -0.0269 0.122
N 1.8173 -1.1084 0.1601 0.120
H 3.4847 1.6044 -0.4449 0.141
H 3.9348 -1.0996 -0.2061 0.140
H -3.4728 -1.2365 -0.5786 0.106
H -2.1945 -0.4419 -1.5638 0.095
H -2.1625 1.6023 -0.1880 0.087
H -3.4468 1.0246 0.9300 0.105
H -1.6673 -1.0099 1.4908 0.087
H 1.0086 1.8895 -0.0457 0.182
H 1.6664 -2.0942 0.3083 0.184
```

Output
⟨S²⟩: 2.015
LUMO level (spin up / spin down): -0.13045 / -0.27908 Ha
energy above the lowest of the compared OMol25 structures with the same formula, charge and spin: 51.7 kcal per mole
spin multiplicity: 3
HOMO-LUMO gap (spin up / spin down): 7.6 / 6.6 eV
HOMO level (spin up / spin down): -11.13 / -14.24 eV
total energy: -9335.324 eV
total charge: +1

(6)
This record from the Open Molecules 2025 dataset describes 2 unconnected molecules or ions with the total composition C6H9N2O2 in a non-equilibrium geometry. The level of theory is ωB97M-V/def2-TZVPD.

XYZ file:
```
19
Properties=species:S:1:pos:R:3:lowdin_charge:R:1
C -0.0655 0.8707 3.0004 -0.028
C -1.5342 0.8030 2.7098 -0.609
O -2.3781 1.4000 3.3371 0.045
O -1.8762 -0.0978 1.7893 0.048
H 0.5751 0.0311 2.7680 0.065
H 0.1141 0.8838 4.0834 0.075
H 0.4996 1.7269 2.6352 0.081
C 1.0049 -1.1031 -3.4719 -0.088
C 0.7110 -0.5146 -2.1046 -0.428
C -0.2903 0.8634 -0.8270 -0.312
C 0.6473 -1.0814 -0.8305 -0.165
N 0.0501 0.6719 -2.1154 0.027
N -0.0079 -0.1718 -0.0399 -0.056
H -0.8756 1.6999 -0.4686 0.086
H 1.8764 -1.7670 -3.4013 0.052
H 1.0780 -0.3761 -4.2707 0.051
H -1.0532 -0.2914 1.2359 0.035
H 1.3580 -1.7556 -0.4067 0.063
H 0.1666 -1.7920 -3.6225 0.057
```

Output
LUMO level: 0.13769 Ha
energy above the lowest of the compared OMol25 structures with the same formula, charge and spin: 23.9 kcal per mole
HOMO-LUMO gap: 7.4 eV
HOMO level: -3.70 eV
total energy: -13444.726 eV
total charge: -1

(7)
This record from the Open Molecules 2025 dataset describes 2 unconnected molecules or ions with the total composition C6H9N2O2 in a non-equilibrium geometry. The level of theory is ωB97M-V/def2-TZVPD.

XYZ file:
```
19
Properties=species:S:1:pos:R:3:lowdin_charge:R:1
C -2.7773 -2.6082 1.1920 -0.067
C -1.1927 -0.6149 -1.3324 -0.223
C -1.8964 -1.7801 0.3027 -0.385
C -0.6070 -1.4067 0.5856 -0.089
N -2.2437 -1.2739 -0.9147 0.065
N -0.1628 -0.7003 -0.4706 0.074
H -1.0673 -0.1400 -2.2929 0.112
H 0.6515 -0.0820 -0.5614 0.116
H -0.1284 -1.7908 1.4654 0.115
H -3.7719 -2.6393 0.7336 0.065
H -2.8593 -2.2447 2.2102 0.061
H -2.4336 -3.6437 1.2030 0.062
C 1.4826 2.9903 0.7954 -0.051
C 2.2138 1.8875 -0.0325 -0.781
O 2.6024 2.2636 -1.1566 -0.094
O 2.1591 0.7138 0.4210 -0.127
H 2.0442 3.3723 1.6620 0.053
H 0.5009 2.6317 1.0600 0.048
H 1.4816 3.8500 0.1299 0.046
```

Output
LUMO level: 0.13149 Ha
energy above the lowest of the compared OMol25 structures with the same formula, charge and spin: 15.2 kcal per mole
HOMO-LUMO gap: 8.1 eV
HOMO level: -4.56 eV
total energy: -13445.104 eV
total charge: -1

(8)
This record from the Open Molecules 2025 dataset describes 2 unconnected molecules or ions with the total composition C6H9N2O2 in a non-equilibrium geometry. The level of theory is ωB97M-V/def2-TZVPD.

XYZ file:
```
19
Properties=species:S:1:pos:R:3:lowdin_charge:R:1
C -3.0679 -2.7321 -0.2442 -0.058
C -1.9354 -1.7257 -0.2805 -0.768
O -2.2889 -0.4999 -0.2377 -0.116
O -0.7815 -2.1519 -0.2973 -0.045
H -3.0809 -3.4440 -1.0777 0.059
H -4.0588 -2.2736 -0.2526 0.053
H -3.0090 -3.3847 0.6351 0.062
C 3.5247 1.3180 -0.4299 -0.073
C 0.4148 1.2494 1.2743 -0.240
C 0.9650 1.1341 -0.8113 -0.091
C 2.0776 1.3058 -0.0367 -0.389
N -0.1115 1.0943 0.0396 0.056
N 1.7150 1.3806 1.2911 0.067
H -0.9585 0.4894 -0.1823 0.088
H -0.2278 1.3128 2.1379 0.106
H 0.9520 1.1162 -1.8857 0.103
H 3.9049 0.2945 -0.5046 0.063
H 4.0819 1.8096 0.3613 0.058
H 3.6681 1.7177 -1.4401 0.063
```

Output
LUMO level: 0.14248 Ha
energy above the lowest of the compared OMol25 structures with the same formula, charge and spin: 8.2 kcal per mole
HOMO-LUMO gap: 8.6 eV
HOMO level: -4.71 eV
total energy: -13445.407 eV
total charge: -1

Question: Among the records above, which one has the lowest energy above the lowest of the compared OMol25 structures with the same formula, charge and spin?
Answer: C6H9N

Question: Which of these has the lowest total energy?
Answer: number 8

Question: energy above the lowest of the compared OMol25 structures with the same formula, charge and spin of number 5 (C6H9N2)?
Answer: 51.7 kcal per mole

Question: What is the energy above the lowest of the compared OMol25 structures with the same formula, charge and spin in the seventh record?
Answer: 15.2 kcal per mole